(1)
{"formula": "C5H12NO2", "method": "ωB97M-V with the def2-TZVPD basis set", "homo_energy_ev": -3.35, "energy_ha": -402.80297, "charge": -1, "lumo_energy_ha": 0.1308, "homo_lumo_gap_ev": 6.905, "species": ["O", "O", "N", "C", "C", "C", "C", "C", "H", "H", "H", "H", "H", "H", "H", "H", "H", "H", "H", "H"], "positions_angstrom": [[0.976, -0.820, -2.961], [0.463, 2.205, 0.847], [-0.311, -0.200, 1.748], [1.272, 1.168, 0.587], [-1.599, -0.878, 1.759], [-0.440, 0.030, -0.715], [0.438, -0.152, 0.500], [-0.954, -1.117, -1.275], [-2.287, -0.523, 0.976], [-2.073, -0.845, 2.735], [-0.520, 0.792, 1.904], [1.103, -1.007, 0.363], [2.051, 0.968, 1.360], [-1.474, -1.927, 1.466], [0.118, -0.575, -1.765], [1.884, -0.781, -3.271], [1.807, 1.222, -0.388], [-0.721, 1.082, -0.788], [-0.757, -2.066, -0.799], [-1.701, -1.171, -2.056]], "forces_ev_per_angstrom": [[-0.9, 0.1, 0.5], [-0.3, 0.2, 0.0], [-0.8, 0.2, 0.2], [0.1, -0.2, 0.0], [0.3, -0.7, -1.2], [-1.4, -1.4, 2.2], [0.6, 0.5, -0.3], [-1.6, 0.9, 1.0], [-0.3, 0.3, 0.3], [0.0, 0.1, 0.1], [0.5, 0.2, 0.1], [-0.1, -0.3, 0.1], [0.1, 0.1, 0.0], [0.1, -0.2, 0.4], [2.6, -0.3, -2.5], [0.0, 0.1, 0.3], [0.1, 0.0, 0.0], [0.1, -0.1, -0.9], [0.6, 0.0, -0.2], [0.2, 0.4, -0.2]]}

***

(2)
{"formula": "C5H12NO2", "method": "ωB97M-V with the def2-TZVPD basis set", "homo_energy_ev": -2.54, "energy_ha": -402.92766, "charge": -1, "lumo_energy_ha": 0.1355, "homo_lumo_gap_ev": 6.231, "species": ["O", "O", "N", "C", "C", "C", "C", "C", "H", "H", "H", "H", "H", "H", "H", "H", "H", "H", "H", "H"], "positions_angstrom": [[-1.540, -1.069, -1.096], [3.078, 1.597, -0.768], [1.067, 0.317, -0.966], [-1.539, -1.333, 1.258], [0.125, 0.235, 0.129], [2.554, 0.395, -0.641], [-0.838, 1.454, 0.175], [-0.668, -1.084, 0.034], [-2.440, -0.747, 1.111], [3.023, -0.398, -1.282], [0.811, 1.053, -1.608], [0.097, -1.857, -0.103], [-1.879, 1.180, 0.005], [-1.039, -0.610, -1.786], [-0.508, 2.208, -0.533], [-0.705, 1.950, 1.142], [-1.008, -1.096, 2.183], [0.666, 0.201, 1.079], [-1.833, -2.378, 1.262], [2.573, -0.017, 0.405]], "forces_ev_per_angstrom": [[0.1, 0.0, -0.1], [-0.1, 0.0, -0.1], [-0.5, -0.6, -0.2], [0.3, -0.3, -0.7], [-0.4, 0.3, -0.4], [0.1, 0.3, 0.0], [0.6, 0.0, 0.5], [0.2, 0.5, 0.4], [-0.1, 0.2, 0.4], [0.0, 0.1, 0.0], [0.5, 0.3, 0.1], [-0.1, -0.1, 0.1], [0.0, 0.1, 0.0], [0.2, -0.2, -0.1], [-0.2, 0.0, -0.3], [-0.4, -0.1, 0.0], [-0.2, 0.1, -0.1], [0.2, -0.1, 0.0], [-0.1, -0.2, 0.2], [0.0, -0.2, 0.1]]}

***

(3)
{"formula": "C5H12NO2", "method": "ωB97M-V with the def2-TZVPD basis set", "homo_energy_ev": -13.29, "energy_ha": -402.59754, "charge": 1, "lumo_energy_ha": -0.1490, "homo_lumo_gap_ev": 9.231, "species": ["O", "O", "N", "C", "C", "C", "C", "C", "H", "H", "H", "H", "H", "H", "H", "H", "H", "H", "H", "H"], "positions_angstrom": [[1.148, -2.647, 0.014], [2.139, 0.571, 0.729], [0.159, 0.879, -2.203], [1.567, 0.087, -0.262], [0.317, 0.972, -0.679], [-0.726, 0.073, 1.442], [-0.975, 0.280, -0.018], [-1.561, 0.657, 2.322], [-0.244, -0.138, -2.599], [-1.186, -0.710, -0.464], [-1.822, 1.060, 0.061], [0.098, -0.529, 1.802], [1.385, -2.595, 0.903], [-1.638, 0.538, 3.362], [1.039, 1.076, -2.730], [0.991, -3.546, -0.046], [0.555, 2.052, -0.243], [1.701, -0.906, -0.793], [-0.647, 1.507, -2.489], [-2.302, 1.319, 1.891]], "forces_ev_per_angstrom": [[-0.3, 2.0, -1.6], [-0.7, -2.3, -2.9], [-2.2, -1.6, -1.6], [-0.2, 2.8, 2.1], [0.4, -1.1, 1.0], [-0.8, 0.5, 1.8], [0.6, 2.1, 0.5], [0.3, -0.1, -2.2], [1.6, 3.0, 1.7], [-0.1, 0.7, -0.3], [1.0, -1.5, -1.2], [-0.1, -0.2, -0.1], [0.8, 0.7, 2.6], [0.5, -0.3, 1.2], [-0.9, 0.1, 0.4], [-0.7, -3.0, -0.8], [-0.8, -2.2, -1.5], [0.5, 1.0, 0.7], [1.5, -0.4, 0.1], [-0.3, 0.0, 0.2]]}

***

(4)
{"formula": "C5H12NO2", "method": "ωB97M-V with the def2-TZVPD basis set", "homo_energy_ev": -13.38, "energy_ha": -402.64732, "charge": 1, "lumo_energy_ha": -0.1370, "homo_lumo_gap_ev": 9.650, "species": ["O", "O", "N", "C", "C", "C", "C", "C", "H", "H", "H", "H", "H", "H", "H", "H", "H", "H", "H", "H"], "positions_angstrom": [[-0.430, -0.770, -2.327], [-2.629, 1.066, -0.736], [1.186, 2.536, 1.113], [-0.008, -1.069, 0.581], [0.442, 1.245, 1.180], [0.697, 0.273, 0.325], [0.245, -2.127, -0.453], [-0.300, -1.873, -1.852], [-1.793, 1.046, -1.219], [1.305, -2.344, -0.619], [-0.543, -2.780, -2.414], [1.475, 0.261, -0.430], [2.071, 2.378, 0.644], [1.454, 2.776, 2.056], [0.676, 3.255, 0.594], [-0.306, 1.271, 1.958], [-1.054, -0.773, 0.693], [-2.572, 0.126, -0.551], [-0.222, -3.050, -0.096], [0.305, -1.447, 1.554]], "forces_ev_per_angstrom": [[-0.1, -0.1, 0.3], [1.0, -0.5, 0.0], [0.2, -1.0, -0.5], [0.3, 1.5, -0.1], [0.2, 0.6, -0.6], [-0.1, -1.4, 1.1], [-0.8, -0.7, -0.7], [0.2, 0.5, 0.5], [0.1, 0.9, -0.6], [0.1, 0.0, 0.3], [0.0, -0.1, -0.3], [0.0, 0.5, -0.1], [0.2, 0.0, -0.4], [-0.2, 0.8, 0.4], [0.0, 0.3, 0.5], [-0.1, -0.2, -0.1], [-0.2, -0.6, -0.1], [-1.1, -0.5, 0.5], [0.2, -0.1, -0.1], [0.1, 0.1, 0.0]]}

***

(5)
{"formula": "C5H12NO2", "method": "ωB97M-V with the def2-TZVPD basis set", "homo_energy_ev": -14.32, "energy_ha": -402.67786, "charge": 1, "lumo_energy_ha": -0.1367, "homo_lumo_gap_ev": 10.603, "species": ["O", "O", "N", "C", "C", "C", "C", "C", "H", "H", "H", "H", "H", "H", "H", "H", "H", "H", "H", "H"], "positions_angstrom": [[1.013, 1.934, -2.145], [2.208, 0.260, -1.072], [-1.722, -1.697, 0.530], [-0.177, 0.408, -0.846], [-1.139, -0.456, 1.285], [0.131, 0.009, 0.593], [1.173, 0.777, -1.421], [-0.925, -0.869, 2.700], [-0.493, -1.874, 2.844], [1.856, 2.327, -2.406], [-0.961, 1.216, -0.928], [-1.798, -0.915, 3.233], [-1.105, -1.763, -0.395], [0.758, 0.837, 1.076], [-0.343, -0.141, 3.282], [0.961, -0.641, 0.305], [-1.853, 0.437, 1.281], [-1.753, -2.554, 1.066], [-2.680, -1.424, 0.184], [-0.685, -0.393, -1.382]], "forces_ev_per_angstrom": [[0.3, -1.3, 0.4], [-0.9, 0.6, -1.0], [0.3, 2.5, -3.2], [-1.5, 1.2, 0.2], [0.7, 0.8, 0.7], [1.1, 0.9, -1.2], [0.2, 1.7, -0.2], [1.9, -0.4, 0.6], [0.4, 0.4, -0.4], [0.3, -0.2, 0.0], [1.2, -0.3, 0.0], [-2.6, -0.1, 1.2], [-1.6, -0.5, 2.4], [-1.7, -0.9, -0.1], [0.2, -0.2, -0.5], [-0.3, -1.3, 1.4], [0.5, -1.6, -0.4], [0.1, -0.2, 0.1], [1.0, -0.8, 0.5], [0.5, -0.4, -0.5]]}

***

(6)
{"formula": "C5H12NO3", "method": "ωB97M-V with the def2-TZVPD basis set", "homo_energy_ev": -3.69, "energy_ha": -478.14755, "charge": -1, "lumo_energy_ha": 0.1437, "homo_lumo_gap_ev": 7.599, "species": ["O", "O", "O", "N", "C", "C", "C", "C", "C", "H", "H", "H", "H", "H", "H", "H", "H", "H", "H", "H", "H"], "positions_angstrom": [[-1.883, 0.525, 0.857], [0.858, -2.493, 0.556], [-1.029, -2.359, -1.279], [1.181, -0.344, 0.731], [1.628, -1.551, 0.430], [0.575, 1.519, -0.783], [-0.563, 2.407, -0.127], [-1.996, 1.541, -0.122], [1.767, 0.938, 0.096], [0.940, 2.104, -1.697], [1.904, 1.490, 1.051], [-1.252, -1.706, -0.595], [-2.816, 2.263, 0.180], [2.775, -1.695, 0.308], [2.602, 0.654, -0.574], [0.062, 0.621, -1.240], [-0.308, -2.891, -0.767], [-0.548, 3.211, -0.811], [-0.867, 0.134, 1.165], [-2.187, 1.111, -1.141], [-0.611, 2.611, 0.962]], "forces_ev_per_angstrom": [[2.2, -1.3, 1.2], [0.1, -3.0, 0.1], [1.0, -1.2, 1.0], [0.3, 1.9, -1.3], [0.6, 2.3, 1.1], [0.2, -0.3, -0.4], [-1.7, -3.4, 0.1], [2.3, 1.1, -0.1], [-2.5, -2.3, 1.2], [-0.1, -0.6, 1.3], [0.8, 0.6, -1.3], [0.1, -0.1, -0.2], [0.7, -0.9, -0.3], [-1.1, 0.1, -0.6], [0.1, 0.7, 0.6], [0.7, 0.8, 0.6], [-1.4, 1.6, -1.0], [-0.8, 1.6, 0.0], [-2.7, 1.7, -2.1], [0.0, 0.3, 0.7], [1.2, 0.4, -0.7]]}

***

(7)
{"formula": "C5H12NOS", "method": "ωB97M-V with the def2-TZVPD basis set", "homo_energy_ev": -2.13, "energy_ha": -725.83143, "charge": -1, "lumo_energy_ha": 0.0994, "homo_lumo_gap_ev": 4.831, "species": ["S", "O", "N", "C", "C", "C", "C", "C", "H", "H", "H", "H", "H", "H", "H", "H", "H", "H", "H", "H"], "positions_angstrom": [[-1.641, -1.524, 2.506], [2.255, 0.851, -3.656], [0.337, 0.212, -0.609], [1.497, 0.008, -1.530], [0.698, 0.832, 0.684], [-1.700, -0.028, 1.497], [1.164, 0.489, -3.006], [-0.600, 1.050, 1.489], [0.317, 1.219, -2.915], [2.284, 0.702, -1.220], [-0.333, 1.475, 2.462], [-0.103, -0.655, -0.335], [1.411, 0.190, 1.273], [1.897, -0.984, -1.389], [-2.718, 0.297, 1.604], [-1.026, 1.965, 0.936], [0.592, -0.367, -3.497], [-1.759, -0.337, 0.416], [1.133, 1.799, 0.449], [-1.127, -2.476, 1.714]], "forces_ev_per_angstrom": [[0.2, -0.2, 0.8], [0.3, 0.3, -0.3], [0.4, 0.2, 0.9], [-1.1, 1.5, 0.2], [-0.6, -1.7, -0.3], [0.6, -0.5, -2.7], [-0.1, -1.4, 0.2], [-0.4, 2.3, -0.5], [0.3, 0.4, 0.4], [0.0, 0.0, 0.0], [-0.2, -0.4, 0.2], [0.2, -0.3, -0.6], [-0.2, 0.6, -0.4], [0.2, -0.6, -0.5], [-0.2, 0.8, 0.6], [0.0, -1.4, 0.7], [0.1, -0.2, 0.1], [0.1, 0.0, 1.0], [0.2, 0.1, 0.3], [0.1, 0.4, -0.3]]}

***

(8)
{"formula": "C5H12NOS", "method": "ωB97M-V with the def2-TZVPD basis set", "homo_energy_ev": -2.27, "energy_ha": -725.79580, "charge": -1, "lumo_energy_ha": 0.1051, "homo_lumo_gap_ev": 5.127, "species": ["S", "O", "N", "C", "C", "C", "C", "C", "H", "H", "H", "H", "H", "H", "H", "H", "H", "H", "H", "H"], "positions_angstrom": [[3.874, -0.492, 0.364], [-2.766, 1.639, -0.971], [-0.521, 0.642, -1.008], [-0.417, -0.266, 0.102], [1.016, -0.200, 0.682], [-1.393, -0.297, 1.244], [-1.977, 0.684, -1.540], [2.110, -0.740, -0.172], [2.103, -1.794, -0.113], [-1.960, 0.752, 1.254], [-0.302, 1.605, -0.657], [1.255, 0.817, 1.101], [4.119, 0.787, -0.079], [-1.906, -1.130, 1.416], [-2.577, -0.281, -1.146], [0.893, -0.955, 1.520], [2.172, -0.137, -1.136], [-2.028, 0.678, -2.595], [-0.577, -1.200, -0.525], [-1.118, -0.111, 2.259]], "forces_ev_per_angstrom": [[0.2, 0.7, 0.4], [1.2, 0.6, -0.6], [-1.0, 1.8, -0.1], [1.5, -1.7, -1.6], [-0.6, -1.0, 2.1], [-0.3, 6.7, 0.4], [-2.7, -0.3, 4.0], [1.5, 3.0, -1.3], [-0.4, -1.2, -1.2], [-0.1, -2.6, -1.0], [-0.7, -0.8, -0.6], [-0.4, -0.9, -0.4], [-0.4, -0.8, 0.2], [-3.0, -3.3, -0.4], [2.0, 0.3, -1.1], [0.7, 1.2, -0.2], [-0.8, -1.8, 0.6], [0.6, 0.0, -1.7], [0.5, 0.1, 1.4], [2.1, 0.0, 0.9]]}